The following is a DFT calculation (the ωB97M-V functional and the def2-TZVPD basis) of an isolated molecule of C7H17NOS.

Computed properties:
- highest occupied orbital energy (eV) = -7.765
- HOMO-LUMO gap (eV) = 8.364
- DFT total energy (hartree) = -804.9062
- SMILES = CC=[S@H](=O)NC(C)(C)CC
- energy above the lowest of the compared OMol25 structures with the same formula, charge and spin (kJ/mol) = 539.60
- LUMO (eV) = 0.6

Geometry as ORCA input:
```
! wB97M-V def2-TZVPD RIJCOSX def2/J DEFGRID3
* xyz 0 1
H 0.91435 -0.59315 1.67159
C -4.13608 -0.48881 -0.35807
O -1.98045 1.37177 0.95479
H -4.35700 -1.18548 0.41397
H -0.41639 0.36142 -1.41878
H -4.35101 0.53679 -0.06738
N -0.17477 -0.11237 -0.43120
H 1.82614 2.44950 0.73525
C 2.39472 -1.61160 0.56274
H 3.17403 -1.36454 -0.11896
C 1.09992 0.49610 -0.06672
H 2.93913 0.77980 -1.40205
C 0.86827 1.91343 0.44233
H -4.70519 -0.64265 -1.29415
H 3.00131 -2.14827 1.34829
H 1.84329 -0.55355 -1.83119
H -0.90044 -0.49060 1.74603
H 0.33525 2.55701 -0.21752
C -2.66872 -0.68680 -0.62571
C 1.88849 0.47941 -1.44178
C 1.67915 -0.34649 0.96829
H 1.82782 -2.29262 0.04355
H -2.23573 -1.69783 -0.83787
S -1.59065 0.03946 0.54564
H 0.15547 1.73820 1.36578
H 1.25996 1.25676 -2.21784
H 2.30914 0.23513 1.53099
*
```

These are the Löwdin partial charges, in e, on atoms 1 to 6: atom 1 (H): 0.074, atom 2 (C): -0.191, atom 3 (O): -0.420, atom 4 (H): 0.047, atom 5 (H): 0.149, atom 6 (H): 0.061